Run P
# C4H12NO3

A 2-piece molecular cluster, C4H12NO3 overall (ωB97M-V with the def2-TZVPD basis set, OMol25).

Computed properties:
lowest unoccupied orbital energy (spin up / spin down)	-10.77 / -13.87	eV
expectation value of S²	1.660
2S+1	2
HOMO-LUMO gap (spin up / spin down)	8.98 / 2.79	eV
E_HOMO (spin up / spin down)	-0.7258 / -0.6126	Ha
charge	+2

The geometry in XYZ format:
```
20
C4H12NO3, DFT ωB97M-V with the def2-TZVPD basis set
C 1.542 0.371 2.287
C 0.074 0.725 1.866
C -0.476 0.178 0.506
C 0.423 0.593 -0.700
O -0.373 0.567 -1.963
O 1.544 -0.035 -0.873
N 2.057 -0.934 2.011
H 2.208 1.026 1.694
H 1.696 0.638 3.331
H 0.060 1.815 1.784
H -0.587 0.519 2.706
H -1.478 0.561 0.335
H -0.451 -0.912 0.533
H 0.210 0.105 -2.571
H 2.575 -1.375 2.778
H 2.451 -1.101 1.082
H 0.556 1.702 -0.653
H -3.269 -1.808 -4.748
H -4.774 -1.387 -4.987
O -3.987 -1.247 -4.418
```

=====

Run Q
# C4H12NO3

A 2-piece molecular cluster, C4H12NO3 overall (ωB97M-V with the def2-TZVPD basis set, OMol25).

Computed properties:
lowest unoccupied orbital energy (spin up / spin down)	-7.87 / -13.81	eV
expectation value of S²	0.754
2S+1	2
HOMO-LUMO gap (spin up / spin down)	10.25 / 4.28	eV
E_HOMO (spin up / spin down)	-0.6660 / -0.6648	Ha
charge	+2

The geometry in XYZ format:
```
20
C4H12NO3, DFT ωB97M-V with the def2-TZVPD basis set
O -2.575 -0.983 1.000
C -1.944 0.058 0.986
C -0.392 0.218 0.928
C -0.106 1.100 -0.344
C 1.426 0.987 -0.861
O 2.194 1.384 0.182
N 0.346 -1.137 0.856
H -2.683 0.873 0.944
H -0.099 0.921 1.727
H -0.330 2.151 -0.088
H -0.716 0.888 -1.258
H 1.775 1.283 -1.854
H 1.712 -0.108 -0.840
H 3.063 1.827 0.144
H 0.138 -1.565 1.712
H -0.302 -1.436 -0.014
H 1.381 -1.216 0.546
H 0.915 -1.913 -2.036
H -0.043 -1.196 -2.921
O 0.240 -1.242 -1.971
```

=====

It comes down to run Q, which is 2.198 eV more stable than the next structure.

=====

Run P
# CH8N2S

A 2-piece molecular cluster, CH8N2S overall (ωB97M-V with the def2-TZVPD basis set, OMol25).

Computed properties:
lowest unoccupied orbital energy	0.86	eV
HOMO-LUMO gap	10.16	eV
E_HOMO	-0.3420	Ha

The geometry in XYZ format:
```
12
CH8N2S, DFT ωB97M-V with the def2-TZVPD basis set
N -0.246 1.480 -0.094
C -0.341 0.614 -1.255
N -0.138 -0.862 -1.263
H -0.826 1.375 0.699
H 0.662 1.720 0.311
H 0.358 1.032 -1.924
H -1.335 0.882 -1.654
H 0.716 -0.875 -0.710
H 0.011 -1.253 -2.211
S 0.119 -0.930 3.100
H 1.261 -1.679 3.176
H -0.241 -1.506 1.825
```

=====

Run Q
# CH8N2S

A 2-piece molecular cluster, CH8N2S overall (ωB97M-V with the def2-TZVPD basis set, OMol25).

Computed properties:
lowest unoccupied orbital energy	0.66	eV
HOMO-LUMO gap	10.53	eV
E_HOMO	-0.3625	Ha

The geometry in XYZ format:
```
12
CH8N2S, DFT ωB97M-V with the def2-TZVPD basis set
N 1.466 1.006 1.927
C 0.568 0.253 1.048
N 0.098 1.098 -0.096
H 2.196 1.388 1.327
H 0.917 1.783 2.272
H 1.087 -0.621 0.664
H -0.289 -0.020 1.657
H 0.938 1.261 -0.642
H -0.477 0.480 -0.662
S -2.395 -2.692 -2.195
H -2.087 -2.475 -3.491
H -2.022 -1.462 -1.810
```

=====

It comes down to run Q, which is 0.554 eV more stable than the next structure.

=====

Run P
# C3H4Cl2

C3H4Cl2 as an isolated structure (ωB97M-V with the def2-TZVPD basis set, OMol25).

Computed properties:
lowest unoccupied orbital energy	0.60	eV
HOMO-LUMO gap	10.63	eV
E_HOMO	-0.3686	Ha

The geometry in XYZ format:
```
9
C3H4Cl2, DFT ωB97M-V with the def2-TZVPD basis set
C -0.713 0.755 0.143
C 0.345 -0.131 -0.116
C 0.487 -1.484 -0.053
H -1.509 0.722 0.990
H 1.439 0.683 -0.301
H -0.323 -1.925 0.307
H 1.467 -1.953 -0.207
Cl 0.138 2.217 0.802
Cl -1.331 1.116 -1.565
```

=====

Run Q
# C3H4Cl2

A single C3H4Cl2 molecule (ωB97M-V with the def2-TZVPD basis set, OMol25).

Computed properties:
lowest unoccupied orbital energy	0.11	eV
HOMO-LUMO gap	8.20	eV
E_HOMO	-0.2972	Ha

The geometry in XYZ format:
```
9
C3H4Cl2, DFT ωB97M-V with the def2-TZVPD basis set
C 1.627 0.373 -0.583
C 0.980 -0.670 -0.377
C -2.414 0.024 0.579
Cl -0.855 -0.586 -0.469
Cl -1.953 1.458 1.399
H 1.253 1.383 -0.660
H 2.720 0.332 -0.832
H -2.670 -0.660 1.430
H 1.311 -1.653 -0.486
```

=====

It comes down to run P, which is 2.509 eV more stable than the next structure.

=====

Run P
# C3H9NOS

A 2-piece molecular cluster, C3H9NOS overall (ωB97M-V with the def2-TZVPD basis set, OMol25).

Computed properties:
lowest unoccupied orbital energy (spin up / spin down)	3.47 / 3.48	eV
expectation value of S²	0.751
2S+1	2
HOMO-LUMO gap (spin up / spin down)	2.44 / 8.64	eV
E_HOMO (spin up / spin down)	0.0378 / -0.1895	Ha
charge	-1

The geometry in XYZ format:
```
15
C3H9NOS, DFT ωB97M-V with the def2-TZVPD basis set
C 0.073 -1.725 2.161
S -0.305 -0.180 1.277
C 1.359 0.598 1.284
H 0.560 -2.339 1.410
H -0.884 -2.207 2.412
H 0.501 -1.726 3.164
H 1.552 0.882 2.325
H 2.084 -0.136 0.947
H 1.255 1.552 0.770
C -0.553 0.534 -2.899
N -1.572 1.164 -2.284
O -0.688 -0.411 -3.661
H 0.453 0.891 -2.646
H -1.404 1.811 -1.505
H -2.431 1.292 -2.756
```

=====

Run Q
# C3H9NOS

A 2-piece molecular cluster, C3H9NOS overall (ωB97M-V with the def2-TZVPD basis set, OMol25).

Computed properties:
lowest unoccupied orbital energy (spin up / spin down)	3.42 / 3.41	eV
expectation value of S²	0.755
2S+1	2
HOMO-LUMO gap (spin up / spin down)	4.41 / 6.65	eV
E_HOMO (spin up / spin down)	-0.0363 / -0.1192	Ha
charge	-1

The geometry in XYZ format:
```
15
C3H9NOS, DFT ωB97M-V with the def2-TZVPD basis set
C -1.314 -0.249 0.482
O -2.267 -0.689 -0.505
C 0.044 -0.089 -0.181
C 1.118 0.043 0.893
S 2.779 0.440 0.313
N 0.023 1.101 -1.047
H -1.653 0.702 0.903
H -1.271 -1.009 1.269
H -3.092 -0.847 -0.042
H 0.190 -0.996 -0.774
H 1.122 -0.878 1.480
H 0.786 0.837 1.573
H 2.617 -0.643 -1.370
H -0.052 0.792 -2.009
H 0.970 1.484 -0.987
```

=====

It comes down to run P, which is 0.223 eV more stable than the next structure.